Entry from OMol25: a cluster of 2 separate species, C5H15NO2 in total at a distorted geometry (wB97M-V/def2-TZVPD).

The calculation puts the energy at -404.64130 Eh. The calculation puts the HOMO energy at -8.98 eV. Its multiplicity is 1. As for the relative energy (zero: lowest compared OMol25 entry of this formula, charge and spin): 71.38 kcal/mol. The orbital gap comes out at 0.350 Eh. As for the SMILES: CC(C)CNCO.O. Its charge is 0. The calculation puts the LUMO energy at 0.54 eV.

Last columns: bonded neighbours and bond lengths (Å).
Positions of all 23 atoms, in Å:
1 C -1.11890 -0.17018 -0.63174  C2 1.504, N5 1.368, H8 1.057, H9 1.216
2 C -0.07136 0.69968 -1.27056  C1 1.504, C3 1.595, C4 1.484, H10 1.076
3 C 0.06198 2.15628 -0.63406  C2 1.595, H11 1.200, H12 1.181, H13 1.121
4 C -0.15599 0.77032 -2.75029  C2 1.484, H14 1.073, H15 1.069, H16 1.089
5 N -0.68734 -1.29536 0.01552  C1 1.368, C6 1.450, H17 1.011
6 C 0.14684 -0.94939 1.15011  N5 1.450, O7 1.352, H18 1.143, H19 1.159
7 O -0.58382 -0.10922 1.91781  C6 1.352, H20 1.046
8 H -1.65757 0.36114 0.10687  C1 1.057
9 H -2.04699 -0.55637 -1.31551  C1 1.216
10 H 0.81179 0.15737 -0.97956  C2 1.076
11 H 1.15293 2.61182 -0.83740  C3 1.200
12 H 0.11893 2.01207 0.53715  C3 1.181
13 H -0.69365 2.96500 -0.81334  C3 1.121
14 H 0.82417 0.83406 -3.18096  C4 1.073
15 H -0.74088 1.59271 -3.10415  C4 1.069
16 H -0.75766 -0.03938 -3.16048  C4 1.089
17 H -0.39870 -2.01187 -0.63711  N5 1.011
18 H 1.05215 -0.29410 0.90984  C6 1.143
19 H 0.43166 -1.86320 1.80448  C6 1.159
20 H -1.11648 -0.67668 2.61694  O7 1.046
21 H 1.54868 -1.33035 3.71336  O23 1.077
22 H 1.89680 -2.54955 2.79612  O23 0.983
23 O 1.98339 -2.31479 3.74695  H21 1.077, H22 0.983

natural (NBO) population analysis, charges in e, atoms 1 to 6: -0.215, -0.266, -0.623, -0.604, -0.663, 0.095